(1)
Below is C6H4O in the gas phase, with properties calculated with wB97M-V/def2-TZVPD.

Geometry as XYZ:
```
11
Properties=species:S:1:pos:R:3:forces:R:3
O 0.969 -1.323 -0.560 -0.5 0.2 0.1
C 1.479 1.108 0.737 0.2 0.1 0.0
C -0.026 -0.669 -0.331 0.3 -0.2 -0.2
C 0.075 0.654 0.358 -0.3 0.4 0.1
C -1.340 -1.146 -0.729 -0.6 -0.3 -0.3
C -2.387 -1.613 -1.103 0.5 0.3 0.2
C -0.948 1.433 0.619 0.5 -0.6 -0.2
H 1.537 1.479 1.763 0.0 -0.1 -0.2
H 2.122 0.230 0.620 -0.1 0.2 0.1
H -3.313 -2.038 -1.428 0.2 0.1 0.1
H 1.833 1.883 0.054 -0.1 -0.1 0.1
```
Forces are in eV/Å.

Properties
- total energy (Ha) = -306.05353
- energy above the lowest of the compared OMol25 structures with the same formula, charge and spin (kcal per mole) = 99.1
- highest occupied orbital energy (eV) = -10.67
- frontier orbital gap (eV) = 9.71
- maximum force (Eh/bohr) = 0.0162

(2)
Below is a molecular structure, C25H28Cl3MnN4O7, with properties calculated with wB97M-V/def2-TZVPD.

Geometry as XYZ:
```
68
Properties=species:S:1:pos:R:3:forces:R:3
Mn -0.303 0.528 -0.165 0.0 0.1 -0.1
Cl 2.725 2.301 2.982 0.0 0.0 0.0
Cl 4.188 -7.642 8.066 0.0 0.0 0.0
Cl 0.257 3.891 2.874 0.0 0.0 0.0
O 0.601 1.526 0.988 0.0 0.1 0.0
O 1.425 2.106 -3.347 0.0 0.0 0.0
O 1.469 3.098 -0.357 0.0 0.1 0.0
O 3.071 -6.350 0.066 0.0 -0.1 0.0
O -3.828 1.915 1.252 0.0 0.0 0.0
O 0.738 0.698 -1.834 0.0 -0.1 0.1
O -2.063 0.588 0.863 0.0 0.0 0.1
N 0.397 -1.227 0.407 -0.1 0.0 0.1
N 1.253 -3.212 0.468 0.0 0.0 0.0
N 0.814 -2.969 1.728 0.1 0.0 0.0
N -1.227 2.016 -1.041 0.0 0.0 0.1
C 2.700 -6.380 4.074 0.0 0.0 0.0
C 0.585 1.779 -2.434 0.0 0.0 0.0
C -2.754 1.590 0.624 0.0 0.0 0.0
C -2.944 3.631 -0.992 0.0 0.0 0.0
C -2.339 2.492 -0.497 0.0 0.0 0.0
C 3.636 -7.167 6.570 0.0 0.0 0.0
C 1.268 2.659 0.746 -0.1 -0.2 -0.2
C 1.750 -4.527 0.057 0.0 -0.2 0.0
C 1.003 -2.178 -0.310 0.0 0.1 -0.1
C 3.267 -5.024 2.065 0.0 -0.1 0.0
C 4.378 -2.772 0.213 0.1 0.0 0.0
C 4.352 -4.263 -0.148 -0.1 0.0 0.0
C 3.056 -5.875 6.416 0.0 0.0 0.0
C -0.632 2.592 -2.077 0.1 -0.1 0.0
C -1.168 3.733 -2.645 0.0 0.1 0.0
C 5.684 -4.875 0.314 0.0 0.0 0.0
C 0.311 -1.770 1.664 0.0 0.0 0.0
C 4.289 -4.391 -1.677 0.0 0.0 0.0
C 3.145 -5.006 0.526 0.1 0.1 -0.1
C 3.291 -7.661 4.250 0.0 0.0 0.0
C 3.749 -8.061 5.467 0.0 0.0 0.0
C 2.222 -5.958 2.732 0.0 0.0 0.0
C 1.711 3.363 2.014 0.1 0.0 0.0
C 2.601 -5.500 5.190 0.0 0.0 0.0
C -2.335 4.252 -2.083 0.0 0.0 0.0
H -3.852 4.022 -0.553 0.0 0.0 0.0
H 1.030 -5.260 0.418 -0.1 0.1 0.0
H 2.283 4.244 1.739 0.0 0.0 0.0
H 2.984 -5.225 7.276 0.0 0.0 0.0
H 6.488 -4.485 -0.310 0.0 0.0 0.0
H 1.241 -2.123 -1.360 0.0 0.0 0.0
H -2.776 5.146 -2.503 0.0 0.0 0.0
H 3.397 -3.933 -2.108 0.0 0.0 0.0
H 5.146 -3.875 -2.110 0.0 0.0 0.0
H -0.117 -1.256 2.509 0.0 0.0 0.0
H 5.335 -2.349 -0.093 0.0 0.0 0.0
H 3.948 -6.673 -0.169 0.0 0.0 0.0
H 5.929 -4.616 1.344 0.0 0.0 0.0
H 4.276 -2.594 1.284 0.0 0.0 0.0
H 4.264 -5.399 2.297 0.0 0.0 0.0
H 3.611 -2.205 -0.313 0.0 0.0 0.0
H 1.709 -4.545 -1.029 0.0 0.0 0.0
H 2.095 -6.836 2.101 0.0 0.0 0.0
H 4.328 -5.426 -2.016 0.0 0.0 0.0
H -0.716 4.222 -3.498 0.0 0.0 0.0
H 3.361 -8.328 3.400 0.0 0.0 0.0
H 2.148 -4.527 5.055 0.0 0.0 0.0
H 5.721 -5.963 0.218 0.0 0.0 0.0
H 3.194 -4.022 2.487 0.0 0.0 0.0
H -4.058 1.290 1.965 0.0 0.0 0.0
H 4.189 -9.036 5.620 0.0 0.0 0.0
H 1.278 2.971 -3.763 0.0 0.0 0.0
H 1.265 -5.440 2.824 0.0 0.0 0.0
```
Forces are in eV/Å.

Properties
- total energy (Ha) = -4245.85130
- total charge = +3
- <S²> = 3.79
- highest occupied orbital energy (spin up / spin down) (eV) = -16.75 / -17.19
- frontier orbital gap (spin up / spin down) (eV) = 6.72 / 6.56
- maximum force (Eh/bohr) = 0.0059
- multiplicity = 4

(3)
Below is a molecular structure, C28H21N3O5PdS2 in a non-equilibrium geometry, with properties calculated with wB97M-V/def2-TZVPD.

Geometry as XYZ:
```
60
Properties=species:S:1:pos:R:3:forces:R:3
Pd 12.861 10.447 16.760 -0.3 -0.1 0.1
S 12.704 10.559 19.220 0.5 1.3 0.0
S 11.059 9.056 16.830 0.1 0.7 -1.7
O 14.428 9.322 14.585 -0.4 0.3 -1.4
O 19.606 11.569 14.742 -0.6 1.1 1.1
O 13.268 10.770 8.477 0.3 -0.3 -0.8
O 14.614 9.059 9.216 0.5 0.0 -0.1
O 12.848 10.864 14.700 -0.1 -0.4 -1.4
N 6.713 17.449 16.553 1.2 -1.6 1.3
N 14.726 11.467 16.718 1.4 0.3 0.8
N 16.963 11.425 15.682 -0.1 0.3 1.0
C 10.718 12.675 18.699 -3.0 3.4 0.0
C 14.210 9.816 10.285 0.2 -0.1 0.7
C 11.709 9.140 19.452 -0.5 0.4 -0.5
C 12.672 11.279 12.089 0.1 0.6 -2.1
C 15.828 11.407 16.359 -0.6 0.3 -1.4
C 14.025 9.621 8.042 0.4 0.1 -0.1
C 7.280 16.601 17.145 -2.6 2.1 -2.2
C 9.674 8.042 18.838 0.9 -0.7 -0.3
C 9.855 15.032 19.022 -0.1 1.9 0.1
C 11.602 11.843 18.794 2.1 -2.9 0.4
C 13.650 10.117 14.005 0.4 0.2 1.7
C 17.743 10.194 15.510 0.0 -0.4 0.2
C 8.543 13.225 17.778 -1.1 2.0 -0.9
C 13.417 10.854 9.830 -1.8 -0.2 1.1
C 13.603 10.363 12.497 0.7 -1.5 1.7
C 7.694 14.229 17.365 -0.1 -3.2 0.0
C 7.934 15.547 17.765 -1.4 0.8 -1.5
C 12.566 11.549 10.696 -0.4 0.7 0.0
C 11.638 8.517 20.653 -0.3 0.2 2.3
C 9.701 13.647 18.572 2.2 -2.9 0.2
C 18.969 12.772 15.195 -0.8 0.6 0.1
C 10.827 8.756 18.455 -1.4 -0.4 0.7
C 8.968 15.962 18.535 2.9 0.1 2.2
C 14.385 9.553 11.642 0.3 -0.5 -0.6
C 19.235 10.546 15.660 0.8 -1.9 -1.2
C 17.416 12.664 15.027 0.8 -0.6 0.0
C 9.530 7.512 20.094 -0.4 0.0 1.2
C 10.534 7.759 21.053 0.4 -0.6 -0.1
H 10.567 7.390 22.104 -0.5 0.1 -1.1
H 13.393 8.804 7.603 0.2 1.0 0.1
H 8.998 7.774 18.055 -0.5 0.0 -0.3
H 19.216 12.951 16.288 -0.2 -0.2 -1.1
H 19.892 9.698 15.353 -0.8 0.2 0.1
H 17.375 9.529 16.328 0.6 0.1 -0.8
H 10.684 15.340 19.681 -0.5 -0.4 -0.5
H 12.054 11.741 12.850 0.1 0.1 -0.3
H 6.799 14.070 16.757 0.5 -0.3 0.1
H 8.501 12.209 17.398 -0.2 0.1 0.3
H 15.031 8.689 11.994 -1.0 1.4 -0.3
H 17.105 12.569 13.981 0.4 0.3 -0.1
H 16.923 13.532 15.461 0.0 -0.1 0.1
H 19.561 10.706 16.689 -0.4 0.8 0.1
H 12.367 8.764 21.417 0.0 0.1 0.0
H 19.292 13.663 14.613 0.1 -0.8 0.2
H 8.619 6.929 20.305 0.6 0.3 0.1
H 8.967 17.059 18.622 0.8 -0.7 0.7
H 11.791 12.269 10.306 1.0 -0.9 0.4
H 17.540 9.724 14.504 0.1 0.5 1.0
H 14.818 9.986 7.320 -0.8 -0.6 0.8
```
Forces are in eV/Å.

Properties
- total energy (Ha) = -2543.99927
- energy above the lowest of the compared OMol25 structures with the same formula, charge and spin (kcal per mole) = 7.9
- <S²> = 6.06
- highest occupied orbital energy (spin up / spin down) (eV) = -5.73 / -7.84
- frontier orbital gap (spin up / spin down) (eV) = 5.68 / 4.50
- maximum force (Eh/bohr) = 0.0876
- multiplicity = 5

(4)
Below is C4H11NOS in the gas phase in a non-equilibrium geometry, with properties calculated with wB97M-V/def2-TZVPD.

Geometry as XYZ:
```
18
Properties=species:S:1:pos:R:3:forces:R:3
S -2.079 -0.321 -1.660 0.5 0.3 1.1
O 2.760 -0.807 -1.327 0.7 -0.1 0.2
N 0.821 0.198 -0.533 0.5 -0.7 0.8
C 0.250 0.479 0.809 -0.8 1.0 -0.8
C -2.236 0.362 0.102 -0.4 -1.4 -0.9
C -1.137 1.186 0.759 0.9 -1.5 -1.2
C 1.696 -0.984 -0.441 -1.4 0.1 0.0
H -1.045 2.071 0.137 -0.1 0.7 0.7
H 1.095 -1.853 -0.731 0.0 -0.1 -0.1
H 0.045 -0.388 1.436 0.6 -0.5 -0.3
H -3.187 0.888 0.101 0.0 0.2 0.0
H 1.001 1.129 1.265 -0.4 -0.1 0.8
H 3.558 -1.165 -0.919 -0.1 0.1 -0.2
H -1.120 -1.211 -1.269 -0.5 0.4 -0.5
H 1.973 -1.167 0.606 0.6 0.1 -0.1
H 1.468 0.955 -0.730 -0.2 0.1 -0.2
H -2.435 -0.594 0.588 0.1 0.3 0.6
H -1.427 1.221 1.807 -0.2 1.1 0.0
```
Forces are in eV/Å.

Properties
- total energy (Ha) = -687.13445
- SMILES = OCNCCCS
- energy above the lowest of the compared OMol25 structures with the same formula, charge and spin (kcal per mole) = 47.0
- highest occupied orbital energy (eV) = -8.26
- frontier orbital gap (eV) = 9.02
- maximum force (Eh/bohr) = 0.0409

(5)
Below is a molecular structure, C8H31BBr2O12Zr in a non-equilibrium geometry, with properties calculated with wB97M-V/def2-TZVPD.

Geometry as XYZ:
```
55
Properties=species:S:1:pos:R:3:forces:R:3
Zr -32.810 -9.756 11.433 -1.4 -4.6 0.3
Br -38.635 -16.026 16.827 0.7 0.2 0.0
Br -34.255 -14.654 15.914 -0.7 -0.1 -0.2
O -29.819 -10.906 11.050 -1.1 0.9 0.3
O -41.834 -11.470 12.873 -2.4 3.0 -1.4
O -29.605 -14.098 8.993 0.0 0.5 0.3
O -32.284 -9.792 14.929 1.2 0.1 -1.4
O -37.403 -15.531 9.538 0.1 -0.1 -0.2
O -39.624 -11.827 12.844 -3.1 -0.2 0.8
O -32.153 -13.673 6.123 0.2 0.0 0.3
O -41.069 -13.337 13.648 -0.9 -0.4 0.3
O -35.669 -8.752 10.181 1.2 -0.2 0.4
O -34.299 -9.683 14.545 -0.9 0.2 -1.5
O -32.265 -9.718 8.136 -0.3 0.0 1.2
O -32.283 -16.874 10.839 0.2 0.1 -0.1
C -42.527 -13.527 13.660 0.3 -1.0 1.1
C -42.986 -12.203 13.165 -2.7 1.0 0.3
C -36.761 -15.539 16.938 1.8 -0.6 0.3
C -43.043 -13.854 15.072 0.4 -0.5 0.5
C -33.424 -9.738 15.426 0.1 -0.1 2.9
C -40.810 -12.135 13.113 7.1 -2.2 -0.2
C -36.153 -15.158 15.599 -0.6 0.6 0.4
C -33.654 -9.866 16.960 -0.4 -0.4 -1.9
B -33.835 -12.666 11.282 0.4 1.9 -0.6
H -34.695 -10.172 17.062 -0.1 0.0 0.2
H -42.756 -14.336 12.967 0.1 0.0 0.0
H -36.526 -14.766 17.670 -0.8 0.2 0.0
H -38.081 -14.861 9.623 -0.3 0.1 0.0
H -36.166 -16.000 14.907 0.0 0.4 -0.1
H -36.112 -16.358 17.248 -0.8 -0.6 0.4
H -44.121 -13.878 15.233 -0.2 0.4 -0.8
H -33.108 -13.647 6.068 -0.3 -0.2 -0.1
H -33.169 -12.429 12.097 3.6 1.3 4.1
H -35.857 -8.528 9.270 0.0 0.1 -0.4
H -33.007 -9.510 7.568 -0.4 0.0 -0.2
H -32.956 -16.336 10.424 -0.2 0.1 -0.2
H -31.872 -12.801 5.847 0.2 0.1 -0.2
H -31.494 -9.495 7.615 0.5 0.1 -0.1
H -28.953 -14.687 8.615 0.2 -0.2 0.0
H -33.485 -8.977 17.569 0.2 0.1 -0.4
H -29.533 -11.704 10.605 -0.2 -0.7 -0.4
H -33.026 -10.702 17.265 0.1 0.1 0.2
H -43.566 -11.644 13.899 0.3 0.0 0.4
H -42.662 -13.163 15.825 0.2 0.2 -0.2
H -36.507 -8.651 10.632 -0.3 -0.1 0.4
H -42.768 -14.848 15.425 0.5 -0.1 -0.3
H -29.011 -10.510 11.375 0.3 0.2 0.2
H -32.623 -17.050 11.716 0.0 -0.1 0.2
H -34.088 -13.715 11.304 -0.6 -3.7 0.2
H -34.679 -12.024 11.482 -3.9 3.1 0.9
H -36.834 -15.394 10.296 0.1 0.0 0.2
H -43.699 -12.225 12.341 0.6 -0.2 -0.6
H -30.396 -14.253 8.477 -0.3 -0.1 -0.2
H -33.486 -12.373 10.304 1.8 1.4 -4.4
H -36.699 -14.262 15.303 0.5 -0.1 -0.8
```
Forces are in eV/Å.

Properties
- total energy (Ha) = -6445.13038
- total charge = +2
- highest occupied orbital energy (eV) = -13.97
- frontier orbital gap (eV) = 1.87
- maximum force (Eh/bohr) = 0.1447

(6)
Below is a gas-phase ion, C3H8FNO2P (charge +1) in a non-equilibrium geometry, with properties calculated with wB97M-V/def2-TZVPD.

Geometry as XYZ:
```
16
Properties=species:S:1:pos:R:3:forces:R:3
P -1.151 -1.776 0.638 -0.7 -0.5 -0.4
F 1.740 -1.043 0.194 0.2 -0.1 0.3
O -2.320 -2.476 0.071 0.4 0.2 0.2
O -1.122 0.696 -0.395 0.2 0.2 -0.3
N 1.107 1.165 -0.076 0.1 0.7 -1.0
C -0.464 -0.559 -0.623 -0.3 0.2 0.4
C 1.031 -0.244 -0.625 0.1 -0.2 -0.1
C -0.310 1.597 0.275 -0.3 0.2 0.1
H -0.074 -2.573 1.054 0.1 0.1 0.1
H -0.469 2.591 -0.153 0.0 -0.1 0.2
H -1.431 -0.896 1.700 0.3 0.0 0.1
H 1.838 1.300 0.629 -0.3 -0.4 0.3
H 1.515 -0.249 -1.605 -0.2 0.0 0.1
H -0.828 -0.929 -1.587 0.2 0.0 0.1
H -0.458 1.634 1.360 0.2 -0.3 -0.1
H 1.396 1.763 -0.857 0.1 0.0 0.1
```
Forces are in eV/Å.

Properties
- total energy (Ha) = -765.26138
- SMILES = O=[PH2][C@H]1OC[NH2+][C@H]1F
- total charge = +1
- energy above the lowest of the compared OMol25 structures with the same formula, charge and spin (kcal per mole) = 0.0
- highest occupied orbital energy (eV) = -14.17
- frontier orbital gap (eV) = 10.12
- maximum force (Eh/bohr) = 0.0233

Which value of maximum force does entry 3 give?
0.0876 Eh/bohr